# 1
A structure of composition C19H14Cl4CoN2S, computed with ωB97M-V with the def2-TZVPD basis set.

Kohn-Sham gap (alpha / beta) = 0.258 / 0.258 Eh
ΔE to the lowest compared entry with this formula, charge and spin = 0.078 eV
charge = +1
2S+1 = 1

Cartesian coordinates (Å):
1 Co -0.3701 0.1487 0.0550
2 Cl -0.6929 0.3512 2.2899
3 C -1.0657 -1.3020 2.7647
4 C -1.2196 -1.5726 4.1096
5 C -1.5153 -2.8753 4.4749
6 C -1.6423 -3.8614 3.5076
7 C -1.4723 -3.5535 2.1684
8 Cl -1.6426 -4.7926 0.9820
9 C -1.1728 -2.2489 1.7600
10 S -0.9960 -1.8600 0.0525
11 H -1.1166 -0.7879 4.8454
12 H -1.6492 -3.1234 5.5181
13 H -1.8741 -4.8799 3.7851
14 C -3.3361 0.4016 -4.5679
15 C -3.5618 0.5067 -3.2018
16 C -2.5015 0.3751 -2.3184
17 C -1.2218 0.1503 -2.8067
18 C -0.9872 0.0324 -4.1757
19 C -2.0504 0.1600 -5.0483
20 N -0.1638 0.0415 -1.8531
21 N 1.0027 -0.0978 -2.2884
22 C 1.9379 -0.2105 -1.2590
23 C 3.2891 -0.3664 -1.5490
24 C 4.1805 -0.4763 -0.4945
25 C 3.7159 -0.4290 0.8143
26 C 2.3558 -0.2722 1.1062
27 C 1.4648 -0.1543 0.0608
28 H -4.1613 0.4961 -5.2603
29 H -4.5596 0.6765 -2.8207
30 H -2.6817 0.4167 -1.2510
31 H 0.0122 -0.1554 -4.5372
32 H -1.8792 0.0675 -6.1119
33 H 3.6133 -0.3998 -2.5807
34 H 5.2360 -0.6023 -0.6892
35 H 4.4182 -0.5207 1.6329
36 H 2.0349 -0.2514 2.1377
37 Cl -3.5079 2.5196 0.3254
38 C -2.2146 3.2629 -0.5949
39 Cl -0.5970 2.7816 0.0194
40 H -2.2599 4.3382 -0.4683
41 H -2.2753 2.9653 -1.6354


# 2
A cluster of 2 separate species, C19H14ClF3N in total at a distorted geometry, computed with ωB97M-V with the def2-TZVPD basis set.

Kohn-Sham gap = 0.304 Eh
ΔE to the lowest compared entry with this formula, charge and spin = 2.011 eV
charge = +1
2S+1 = 1

Cartesian coordinates (Å):
1 F -0.3215 -4.4869 -3.7663
2 C -1.4455 -3.7046 -3.5899
3 F -1.7872 -3.2088 -4.8130
4 F -2.4540 -4.5685 -3.2255
5 C -1.1996 -2.6596 -2.5269
6 C -1.5278 -1.3113 -2.7169
7 C -1.2314 -0.4681 -1.6517
8 C -0.6615 -0.9313 -0.4351
9 C -0.5566 0.0987 0.6079
10 C 0.3793 -0.0879 1.7028
11 C 0.0940 0.7051 2.8342
12 C 0.6583 0.3767 4.0549
13 C 1.4770 -0.7831 4.1274
14 C 1.8426 -1.5381 2.9885
15 C 1.4042 -1.0901 1.7421
16 C -0.3531 -2.3128 -0.3197
17 C -0.5590 -3.1823 -1.3929
18 H -1.9440 -0.9464 -3.6667
19 H -1.4265 0.6034 -1.7225
20 H -1.5976 0.5038 0.9592
21 H -0.6439 1.5007 2.7310
22 H 0.4562 1.0155 4.9146
23 H 1.8777 -1.0379 5.1132
24 H 2.4906 -2.4289 3.0946
25 H 1.7933 -1.5967 0.8522
26 H 0.0357 -2.7293 0.6166
27 H -0.1940 -4.2173 -1.4124
28 Cl 1.1973 6.0685 -1.4689
29 C 0.7786 4.5242 -0.8557
30 C 1.3296 3.3646 -1.4023
31 C 0.9477 2.1131 -0.8871
32 N 0.0055 1.9481 0.0832
33 C -0.4605 3.0998 0.6453
34 C -0.1382 4.3945 0.1900
35 H 2.0369 3.4829 -2.2285
36 H 1.3966 1.1987 -1.2788
37 H -1.1358 2.9785 1.4946
38 H -0.5636 5.3132 0.6086


# 3
A structure of composition C19H14ClI2NO2Se4V at a distorted geometry, computed with ωB97M-V with the def2-TZVPD basis set.

Kohn-Sham gap (alpha / beta) = 0.160 / 0.159 Eh
ΔE to the lowest compared entry with this formula, charge and spin = 2.419 eV
charge = -2
2S+1 = 4

Cartesian coordinates (Å):
1 V 0.0823 0.3310 0.2065
2 Cl -6.2045 0.3186 -3.7735
3 C -4.7294 0.1390 -2.8487
4 C -4.7883 0.2047 -1.4574
5 C -3.6331 0.0764 -0.7302
6 C -2.3718 -0.1178 -1.3417
7 O -1.3532 -0.1862 -0.5315
8 C -2.3399 -0.2054 -2.7809
9 C -1.1477 -0.4205 -3.5758
10 O -0.0216 -0.6015 -3.1940
11 C -3.5421 -0.0641 -3.4921
12 H -5.7388 0.3571 -0.9643
13 H -3.6481 0.1477 0.3507
14 H -1.3444 -0.4470 -4.6716
15 H -3.5110 -0.1130 -4.5747
16 I -0.8762 -3.5024 -1.2898
17 C 0.5716 -4.4677 -0.1688
18 I 0.4808 -1.5563 2.0902
19 H 1.2637 -5.0681 -0.7439
20 H 0.2471 -4.8104 0.8017
21 Se -2.0186 1.9319 2.4532
22 Se 0.2101 1.7741 2.1778
23 Se 0.8545 4.0579 1.8370
24 Se 3.0957 4.0772 1.4479
25 C -0.9406 4.0816 -1.4168
26 C 0.2816 4.5291 -1.9027
27 C 1.3731 3.6858 -1.8553
28 C 1.2376 2.4117 -1.3137
29 N 0.0552 2.0058 -0.8040
30 C -1.0051 2.8184 -0.8686
31 C 2.2649 1.3687 -1.2920
32 C 3.4955 1.4762 -1.9385
33 C 4.3145 0.3671 -2.0456
34 C 3.9140 -0.8460 -1.4947
35 C 2.7103 -0.9373 -0.8096
36 C 1.8660 0.1645 -0.6846
37 H -1.8192 4.7111 -1.4327
38 H 0.3843 5.5375 -2.2839
39 H 2.3411 4.0131 -2.2031
40 H -1.9259 2.4521 -0.4317
41 H 3.8048 2.4179 -2.3786
42 H 5.2578 0.4418 -2.5759
43 H 4.5472 -1.7213 -1.6047
44 H 2.4151 -1.8971 -0.3983


# 4
A structure of composition C19H14CoN7O4S3, computed with ωB97M-V with the def2-TZVPD basis set.

Kohn-Sham gap (alpha / beta) = 0.244 / 0.244 Eh
ΔE to the lowest compared entry with this formula, charge and spin = 0.284 eV
2S+1 = 1

Cartesian coordinates (Å):
1 Co -0.4231 -0.3539 0.1450
2 C 2.2336 -4.2546 -1.5994
3 S 0.9409 -4.6313 -0.4023
4 C 0.0706 -3.1285 -0.3017
5 S 0.4261 -1.7754 -1.3605
6 N -0.8682 -3.0895 0.5955
7 N -1.4743 -1.8632 0.4983
8 C -2.7356 -1.7042 0.4697
9 C -3.1316 -0.4291 -0.1421
10 C -4.4216 0.0354 -0.2691
11 C -4.6302 1.2152 -0.9751
12 C -3.5550 1.8751 -1.5399
13 C -2.2794 1.3554 -1.3645
14 N -2.0846 0.2319 -0.6893
15 H 2.8152 -5.1712 -1.6839
16 H 2.8729 -3.4487 -1.2477
17 H 1.8147 -4.0079 -2.5716
18 H -3.4273 -2.5033 0.7064
19 H -5.2332 -0.4997 0.2019
20 H -5.6303 1.6145 -1.0750
21 H -3.6851 2.7904 -2.0981
22 H -1.3948 1.8341 -1.7658
23 N -1.0797 2.7591 1.3066
24 C -1.6477 1.6835 1.9006
25 O -1.1799 0.5087 1.7015
26 C -2.7932 1.8402 2.7003
27 C -3.3045 3.1364 2.9398
28 N -3.6724 4.2245 3.0583
29 C -3.4876 0.6842 3.1284
30 N -4.0743 -0.2627 3.4311
31 H -0.1470 2.6495 0.9406
32 H -1.3719 3.6762 1.6043
33 O 1.3021 1.5155 -2.3284
34 C 1.7384 1.1463 -1.2672
35 N 0.9781 1.0629 -0.0991
36 S 1.8325 0.4155 1.1243
37 O 2.0340 1.2344 2.2715
38 O 1.0806 -0.8485 1.3408
39 C 3.3303 0.1687 0.2447
40 C 4.5355 -0.3466 0.6793
41 C 5.5717 -0.3732 -0.2443
42 C 5.3942 0.1139 -1.5387
43 C 4.1768 0.6398 -1.9476
44 C 3.1395 0.6622 -1.0327
45 H 4.6651 -0.7119 1.6887
46 H 6.5334 -0.7738 0.0468
47 H 6.2233 0.0821 -2.2329
48 H 4.0231 1.0219 -2.9477


# 5
The molecule C19H14F3NO3S at a distorted geometry, computed with ωB97M-V with the def2-TZVPD basis set.

structure (SMILES) = COC(=O)/C(=C/c1ccc(C(F)(F)F)cc1)CSc1nc2ccccc2o1
Kohn-Sham gap = 0.301 Eh
2S+1 = 1

Cartesian coordinates (Å):
1 C -3.9742 -0.9422 2.6971
2 O -2.8498 -0.4154 1.9980
3 C -1.8958 0.2075 2.6962
4 O -1.9010 0.3228 3.9295
5 C -0.7763 0.6716 1.8762
6 C 0.0817 1.6461 2.4446
7 C 1.3305 2.1457 1.8445
8 C 2.3123 1.1880 1.4284
9 C 3.5881 1.6146 1.1009
10 C 3.9229 2.9537 1.1560
11 C 5.3277 3.3782 0.8148
12 F 6.2057 2.4158 1.1606
13 F 5.6347 4.5022 1.4623
14 F 5.3830 3.6388 -0.5326
15 C 2.9475 3.9046 1.4630
16 C 1.6592 3.4937 1.8152
17 C -0.5935 0.1873 0.4526
18 S 0.0519 -1.4968 0.5015
19 C -0.6620 -1.9506 -1.0591
20 N -0.7694 -1.1925 -2.1493
21 C -1.3299 -2.0477 -3.0825
22 C -1.5425 -1.9284 -4.4615
23 C -2.0844 -3.0443 -5.1867
24 C -2.4018 -4.2219 -4.5030
25 C -2.1753 -4.3391 -3.1167
26 C -1.5724 -3.2723 -2.4712
27 O -1.1117 -3.2222 -1.1973
28 H -4.5989 -1.5423 2.0328
29 H -3.6603 -1.5521 3.5689
30 H -4.5807 -0.1067 3.0597
31 H -0.2134 2.0696 3.3982
32 H 2.0756 0.1584 1.4841
33 H 4.3087 0.8457 0.8688
34 H 3.1756 4.9795 1.4894
35 H 0.8492 4.1883 2.0510
36 H -1.5486 0.1980 -0.0454
37 H 0.0743 0.8195 -0.1528
38 H -1.2849 -0.9969 -4.9840
39 H -2.2319 -2.9563 -6.2699
40 H -2.8039 -5.0643 -5.0284
41 H -2.3658 -5.2374 -2.5537


# 6
A structure of composition C19H14FN4O3ReS2 at a distorted geometry, computed with ωB97M-V with the def2-TZVPD basis set.

Kohn-Sham gap (alpha / beta) = 0.246 / 0.271 Eh
charge = -1
2S+1 = 4

Cartesian coordinates (Å):
1 Re 0.7079 0.3585 0.7970
2 N 2.3551 1.4483 1.7266
3 C 3.1730 0.5124 2.5369
4 C 2.2700 -0.5375 3.2374
5 O 2.7130 -1.3057 4.0756
6 N 0.9651 -0.4079 2.6754
7 C -0.2048 -0.4192 3.5500
8 C -1.0625 0.9310 3.1577
9 O -1.9726 1.3632 3.8290
10 O -0.6174 1.3804 1.9634
11 H 2.9774 2.0126 1.1265
12 H 1.9200 2.1497 2.3383
13 H 3.7184 0.9999 3.3536
14 H 3.8894 0.0629 1.8681
15 H 0.1383 -0.2176 4.5521
16 H -0.7882 -1.3466 3.5254
17 S 2.2618 -0.7943 -0.4720
18 C 2.0781 -0.0563 -2.0343
19 C 2.5925 -0.6689 -3.1507
20 C 2.1495 -0.2479 -4.4298
21 C 2.7042 -0.9723 -5.5706
22 N 3.1197 -1.4848 -6.5464
23 C 1.2489 0.8196 -4.5501
24 C 0.7811 1.4553 -3.3979
25 C 1.2108 1.0603 -2.1534
26 S 0.5036 1.9040 -0.8213
27 C 0.7407 1.2648 -5.7959
28 N 0.3144 1.6631 -6.8230
29 H 3.1893 -1.5809 -3.0143
30 H 0.0719 2.2734 -3.4580
31 F -6.2895 -0.6823 1.1174
32 C -4.9275 -0.8031 0.8751
33 C -4.3691 0.1116 -0.0018
34 C -2.9682 0.1335 -0.1939
35 C -2.1877 -0.8432 0.4306
36 C -0.7044 -0.9274 0.0929
37 C -2.7666 -1.6482 1.4131
38 C -4.1195 -1.6990 1.6301
39 H -4.9863 0.8785 -0.4544
40 H -2.4880 0.9240 -0.7788
41 H -0.5142 -0.6496 -0.9636
42 H -0.2011 -1.9054 0.2604
43 H -2.1011 -2.2432 2.0391
44 H -4.5254 -2.2660 2.4382


| no. | total energy (eV) |
| --- | --- |
| 1 | -121455.1091 |
| 2 | -42087.4635 |
| 3 | -341314.1649 |
| 4 | -108683.1730 |
| 5 | -46550.2551 |
| 6 | -58554.0188 |